{"formula": "C12H26BDyO4", "method": "ωB97M-V/def2-TZVPD", "symbols": ["C", "O", "C", "C", "C", "C", "C", "C", "C", "C", "C", "O", "C", "C", "O", "B", "O", "H", "H", "H", "H", "H", "H", "H", "H", "H", "H", "H", "H", "H", "H", "H", "H", "H", "H", "H", "H", "H", "H", "H", "H", "H", "H", "Dy"], "xyz": [[-1.322, 1.312, 3.087], [-1.719, 1.391, 1.673], [-3.082, 0.885, 1.445], [-3.120, -0.554, 0.597], [-2.769, -0.380, -0.996], [-1.137, -0.355, -1.226], [-0.410, -1.794, -0.941], [1.203, -1.728, -0.664], [2.191, -0.883, -1.659], [2.051, 0.744, -1.588], [1.966, 1.383, -0.083], [1.849, 2.845, -0.235], [0.480, 3.258, -0.591], [1.613, -1.829, 0.955], [2.266, -3.149, 1.235], [2.625, -3.693, -0.096], [1.602, -3.136, -1.002], [-1.760, 2.276, 3.627], [-1.684, 0.314, 3.604], [-0.150, 1.339, 3.179], [-3.549, 0.646, 2.495], [-3.688, 1.714, 0.866], [-2.409, -1.282, 1.180], [-4.223, -0.967, 0.671], [-3.325, -1.185, -1.664], [-3.170, 0.678, -1.345], [-0.649, 0.459, -0.521], [-0.835, -0.030, -2.332], [-0.937, -2.356, -0.029], [-0.588, -2.511, -1.876], [3.341, -1.154, -1.544], [1.909, -1.216, -2.770], [1.168, 1.087, -2.299], [3.041, 1.191, -2.083], [1.157, 0.902, 0.618], [3.019, 1.186, 0.434], [-0.181, 3.581, 0.344], [-0.122, 2.472, -1.217], [0.553, 4.232, -1.271], [2.485, -1.063, 1.178], [0.666, -1.796, 1.674], [2.859, -4.839, -0.218], [3.622, -3.191, -0.533], [-0.836, 5.197, -0.083]], "lowdin_spin": [0.000, 0.005, 0.000, 0.000, 0.000, -0.001, -0.005, -0.005, -0.012, -0.002, 0.000, 0.004, 0.057, -0.003, -0.173, -0.227, -0.269, 0.000, 0.000, 0.000, 0.000, 0.000, 0.000, 0.000, 0.000, 0.000, 0.000, 0.000, 0.000, 0.000, -0.005, 0.000, 0.000, -0.001, 0.000, 0.000, 0.064, 0.003, 0.035, -0.004, -0.002, -0.084, -0.206, 5.830], "largest_force_ev_per_a": 4.9, "energy_ev": -45787.9439, "spin_multiplicity": 6, "orbital_gap_ev": [4.536, 3.844], "total_charge": 2, "e_homo_ev": [-13.8, -14.1]}

---

{"formula": "C12H26Cl5HfN2O7", "method": "ωB97M-V/def2-TZVPD", "symbols": ["C", "C", "C", "N", "C", "C", "C", "C", "C", "H", "H", "H", "H", "H", "H", "H", "H", "H", "H", "H", "H", "H", "H", "H", "H", "H", "H", "Hf", "Cl", "O", "O", "O", "O", "C", "C", "O", "H", "H", "H", "H", "H", "C", "Cl", "Cl", "Cl", "Cl", "C", "N", "O", "O", "H", "H", "H"], "xyz": [[5.348, -3.122, -2.557], [4.361, -2.061, -2.023], [3.015, -2.552, -2.026], [1.957, -1.462, -1.618], [1.959, -0.238, -2.533], [2.148, -0.979, -0.209], [1.402, -1.912, 0.796], [0.409, -2.757, -0.092], [0.620, -2.170, -1.551], [5.072, -3.414, -3.571], [5.535, -3.910, -1.827], [6.288, -2.572, -2.607], [4.422, -1.230, -2.727], [4.780, -1.653, -1.103], [2.973, -3.390, -1.330], [2.685, -2.843, -3.023], [1.921, -0.641, -3.545], [2.832, 0.399, -2.393], [1.071, 0.362, -2.335], [1.784, 0.043, -0.105], [3.160, -0.945, 0.195], [0.943, -1.154, 1.430], [2.033, -2.624, 1.329], [-0.625, -2.521, 0.163], [0.643, -3.821, -0.115], [-0.083, -1.372, -1.790], [0.645, -2.929, -2.333], [-2.951, 2.168, -3.017], [-5.715, 0.248, -2.068], [-5.284, 0.564, -3.389], [-6.618, 1.272, -1.691], [-6.308, -1.022, -1.963], [-4.516, 0.337, -1.203], [-1.911, 1.291, 1.285], [-1.004, 0.971, 0.013], [-1.487, 1.556, -1.175], [-2.851, 0.745, 1.207], [-2.043, 2.342, 1.543], [-1.406, 0.950, 2.189], [-0.832, -0.103, -0.056], [-0.041, 1.395, 0.296], [1.298, 2.403, 4.695], [1.935, 3.988, 4.115], [1.157, 1.262, 3.286], [2.304, 1.788, 5.957], [-0.297, 2.769, 5.333], [-4.839, 3.671, 2.679], [-3.828, 3.893, 3.783], [-3.554, 5.044, 4.093], [-3.271, 2.909, 4.277], [-4.444, 3.776, 1.669], [-5.481, 4.545, 2.794], [-5.316, 2.706, 2.849]], "nbo_charge": [-0.597, -0.455, -0.184, -0.222, -0.402, -0.241, -0.420, -0.418, -0.205, 0.223, 0.231, 0.243, 0.204, 0.229, 0.237, 0.225, 0.235, 0.256, 0.199, 0.204, 0.264, 0.221, 0.255, 0.235, 0.254, 0.185, 0.244, 2.438, 2.538, -0.878, -0.761, -0.662, -0.834, -0.628, -0.087, -0.780, 0.239, 0.234, 0.267, 0.205, 0.216, -0.233, 0.139, -0.014, 0.208, 0.209, -0.491, 0.522, -0.275, -0.314, 0.220, 0.266, 0.253], "largest_force_ev_per_a": 7.9, "energy_ev": -94045.9194, "orbital_gap_ev": 1.731, "total_charge": 3, "e_homo_ev": -17.3}

---

{"formula": "C12H26ClCrINP2S", "method": "ωB97M-V/def2-TZVPD", "symbols": ["C", "I", "H", "H", "H", "Cr", "P", "C", "C", "H", "H", "H", "H", "H", "H", "C", "H", "H", "H", "P", "C", "C", "H", "H", "H", "C", "H", "H", "H", "H", "H", "H", "Cl", "S", "C", "N", "C", "C", "C", "C", "H", "H", "H", "H", "H"], "xyz": [[-1.309, -0.027, -4.347], [-1.952, -0.429, -2.285], [-0.221, 0.046, -4.377], [-1.796, 0.907, -4.639], [-1.665, -0.862, -4.961], [-0.005, -0.027, -0.552], [0.061, 2.421, -0.534], [-1.559, 3.228, -0.394], [1.055, 3.085, 0.829], [1.154, 4.173, 0.708], [0.815, 4.180, -1.998], [2.045, 2.610, 0.803], [1.798, 2.682, -2.163], [-2.052, 2.913, 0.534], [0.568, 2.851, 1.785], [0.782, 3.083, -2.056], [-1.411, 4.317, -0.390], [0.174, 2.761, -2.913], [-2.189, 2.938, -1.243], [0.131, -2.431, -0.161], [-1.461, -3.263, 0.087], [0.851, -3.252, -1.599], [2.089, -2.311, 1.190], [1.347, -3.952, 1.247], [0.638, -2.592, 2.197], [1.149, -2.871, 1.266], [1.845, -2.827, -1.780], [0.934, -4.326, -1.390], [-1.281, -4.344, 0.173], [-2.121, -3.058, -0.766], [0.225, -3.083, -2.483], [-1.945, -2.896, 1.001], [2.248, 0.030, -0.508], [-1.558, 0.168, 1.166], [-0.833, -0.218, 2.693], [-1.685, -0.839, 3.586], [-1.275, -1.290, 4.809], [0.026, -1.049, 5.202], [0.895, -0.359, 4.349], [0.472, 0.053, 3.089], [-2.652, -0.989, 3.298], [-2.023, -1.809, 5.406], [0.358, -1.364, 6.189], [1.902, -0.116, 4.678], [1.128, 0.552, 2.378]], "nbo_charge": [-0.653, 0.319, 0.236, 0.253, 0.262, 0.664, 0.950, -0.950, -0.944, 0.268, 0.264, 0.265, 0.264, 0.259, 0.246, -0.944, 0.264, 0.241, 0.250, 0.950, -0.949, -0.949, 0.269, 0.266, 0.238, -0.946, 0.266, 0.263, 0.264, 0.252, 0.249, 0.243, -0.414, -0.172, 0.100, -0.464, 0.100, -0.250, -0.065, -0.267, 0.453, 0.260, 0.273, 0.261, 0.253], "largest_force_ev_per_a": 1.6, "energy_ev": -92801.7903, "spin_multiplicity": 4, "orbital_gap_ev": [6.832, 7.638], "total_charge": 2, "e_homo_ev": [-14.6, -14.6]}

---

{"formula": "C12H26CoN6O6S", "method": "ωB97M-V/def2-TZVPD", "symbols": ["O", "H", "Co", "N", "N", "N", "N", "O", "O", "O", "O", "C", "C", "C", "C", "C", "H", "H", "H", "C", "H", "H", "H", "C", "C", "H", "H", "H", "H", "H", "H", "H", "H", "C", "H", "H", "H", "O", "H", "H", "S", "C", "N", "C", "C", "N", "H", "H", "H", "H", "H", "H"], "xyz": [[0.049, 3.623, 0.641], [0.353, 4.454, 1.037], [0.098, 0.158, -0.099], [-0.901, 1.246, -1.219], [-1.490, 0.163, 0.938], [1.439, -0.336, -1.257], [0.847, -1.225, 0.915], [-0.663, 1.481, -2.449], [1.580, 0.036, -2.540], [0.327, -1.804, 2.004], [-1.821, -0.564, 1.962], [-2.366, 1.136, 0.575], [-2.015, 1.775, -0.629], [2.342, -1.232, -0.817], [1.942, -1.827, 0.404], [-2.671, 2.931, -1.273], [-2.026, 3.815, -1.207], [-3.610, 3.165, -0.771], [-2.876, 2.725, -2.327], [-3.516, 1.419, 1.466], [-3.164, 1.768, 2.452], [-4.101, 0.499, 1.623], [-4.166, 2.188, 1.035], [3.483, -1.617, -1.679], [2.534, -3.057, 0.988], [3.850, -0.766, -2.259], [3.206, -2.415, -2.379], [4.309, -1.998, -1.071], [1.854, -3.477, 1.739], [3.496, -2.833, 1.469], [2.717, -3.804, 0.203], [0.778, 0.658, -2.668], [-0.612, -1.311, 2.097], [0.762, 1.620, 1.465], [0.264, 2.781, 1.407], [1.813, 1.741, 1.205], [0.658, 1.132, 2.442], [1.407, 2.179, -0.919], [0.992, 2.944, -0.379], [2.239, 2.488, -1.305], [-1.003, -1.491, -1.484], [-1.717, -2.706, -0.534], [-2.984, -2.696, -0.066], [-3.275, -3.817, 0.812], [-1.968, -4.614, 0.794], [-1.121, -3.824, -0.074], [-3.616, -1.923, -0.246], [-4.117, -4.396, 0.415], [-3.531, -3.459, 1.817], [-2.109, -5.617, 0.381], [-1.528, -4.698, 1.792], [-0.157, -4.048, -0.298]], "nbo_charge": [-0.923, 0.465, 0.784, -0.015, 0.002, -0.046, -0.072, -0.411, -0.545, -0.567, -0.502, 0.093, 0.289, 0.139, 0.158, -0.688, 0.257, 0.215, 0.244, -0.655, 0.244, 0.230, 0.220, -0.662, -0.677, 0.249, 0.233, 0.220, 0.252, 0.238, 0.221, 0.515, 0.488, -0.790, 0.360, 0.172, 0.149, -1.023, 0.509, 0.467, -0.202, 0.324, -0.591, -0.223, -0.223, -0.593, 0.427, 0.200, 0.209, 0.199, 0.207, 0.424], "largest_force_ev_per_a": 3.9, "energy_ev": -82543.2042, "spin_multiplicity": 4, "orbital_gap_ev": [5.896, 6.203], "total_charge": 0, "e_homo_ev": [-5.7, -7.2]}